C3H4N2OP2 in the gas phase at a distorted geometry, computed with wB97M-V/def2-TZVPD.

CARTESIAN COORDINATES (ANGSTROEM)
C 2.524 0.482 1.053
C 1.290 0.144 0.725
C 0.547 0.736 -0.350
N -1.231 -1.085 0.067
N -3.020 -0.632 -1.591
O 0.900 1.498 -1.231
P -2.579 -1.723 -0.506
P -1.334 0.523 -0.186
H 2.909 0.195 2.129
H 3.334 1.001 0.589
H 0.542 -0.380 1.378
H -3.881 -0.760 -2.077

As for the energy relative to the best compared isomer or geometry (same formula, charge and spin): 31.0 kcal per mole. The value obtained for the orbital gap is 7.422 eV. As for the LUMO energy: -0.058 Eh. Its total charge is 0. The total energy is -984.070376 Eh.